Record 1
12
Properties=species:S:1:pos:R:3 method="wB97M-V/def2-TZVPD" e_lumo_ev=0.9006 orbital_gap_ev=9.72 homo_energy_ha=-0.3241 relative_energy_kcal_mol=98.58 smiles="C=C1COCO1"
C -1.82 -0.14 -0.14
C -0.56 -0.03 0.09
C 0.39 1.10 0.06
O 1.58 0.54 -0.29
C 1.37 -0.81 -0.01
O 0.08 -1.13 -0.05
H -2.43 -1.04 -0.18
H -2.75 0.71 -0.27
H 0.29 1.46 1.11
H -0.12 1.85 -0.71
H 1.83 -0.95 1.12
H 2.14 -1.57 -0.74

Record 2
53
Properties=species:S:1:pos:R:3 method="wB97M-V/def2-TZVPD" s2=3.765 e_lumo_ev="-7.7269 / -8.1884" total_charge=+2 orbital_gap_ev="7.04 / 7.06" homo_energy_ha="-0.5427 / -0.5602" relative_energy_kcal_mol=0.00 multiplicity=4
Re 0.09 -0.38 -0.32
C 3.49 -1.51 -1.45
C 2.35 -2.47 -1.39
C 2.43 -3.79 -1.80
C 1.32 -4.63 -1.70
C 0.10 -4.17 -1.20
C 0.07 -2.86 -0.80
N 1.17 -2.06 -0.88
N -0.96 -2.04 -0.32
Si -2.54 -2.53 0.44
C -2.09 -3.78 1.74
C -3.14 -0.93 1.16
C -3.65 -3.21 -0.86
H 4.27 -1.81 -0.75
H 3.17 -0.49 -1.21
H 3.92 -1.51 -2.45
H 3.37 -4.16 -2.19
H 1.40 -5.65 -2.03
H -0.77 -4.80 -1.16
H -1.22 -3.46 2.33
H -1.87 -4.76 1.32
H -2.92 -3.91 2.44
H -2.61 -0.70 2.09
H -4.20 -0.99 1.40
H -3.03 -0.09 0.47
H -3.23 -4.09 -1.35
H -3.90 -2.48 -1.62
H -4.58 -3.53 -0.38
N 0.79 0.49 3.66
C 1.58 -0.64 3.58
C 1.47 -1.08 2.31
N 0.62 -0.22 1.63
C 0.23 0.73 2.48
H 0.65 1.06 4.49
H 2.13 -1.02 4.43
H 1.92 -1.94 1.84
H -0.45 1.53 2.26
O -0.84 1.45 -0.26
C 0.24 2.09 -0.65
O 1.24 1.32 -0.84
C 0.26 3.52 -0.83
C -0.91 4.26 -0.66
C -0.89 5.63 -0.85
C 0.32 6.21 -1.19
C 1.50 5.51 -1.37
C 1.47 4.14 -1.19
N 0.35 7.69 -1.38
O 1.43 8.19 -1.61
O -0.71 8.27 -1.31
H -1.84 3.76 -0.40
H -1.77 6.24 -0.74
H 2.40 6.04 -1.64
H 2.36 3.55 -1.33

Record 3
50
Properties=species:S:1:pos:R:3 method="wB97M-V/def2-TZVPD" e_lumo_ev=2.7913 total_charge=-1 orbital_gap_ev=6.35 homo_energy_ha=-0.1306 relative_energy_kcal_mol=13.59
O -3.17 2.41 -0.75
C -2.17 1.94 -0.41
Co -0.67 1.22 0.14
C 0.53 2.54 0.11
O 1.24 3.45 -0.01
C -0.85 0.64 1.77
O -1.04 0.24 2.86
C -0.72 -0.58 -0.65
C -2.03 -1.22 -0.59
C -2.62 -1.67 0.61
C -3.92 -2.17 0.63
C -4.61 -2.36 -0.57
C -4.06 -1.89 -1.77
C -2.77 -1.35 -1.78
C 0.17 -0.26 -1.71
C 0.20 0.39 -2.89
Co 1.02 -0.85 -0.29
C 1.17 -1.34 1.44
O 1.46 -1.65 2.51
C 2.37 0.24 -0.55
O 3.26 0.92 -0.82
C 1.86 -2.16 -1.13
O 2.51 -2.91 -1.72
H -2.02 -1.65 1.53
H -4.38 -2.44 1.58
H -5.57 -2.87 -0.57
H -4.61 -1.96 -2.71
H -2.32 -1.01 -2.71
H 1.11 0.40 -3.49
H -0.71 0.85 -3.29
C -0.70 2.97 4.88
C 0.07 3.78 3.84
C -0.91 4.60 3.02
C 1.09 4.69 4.59
C 2.32 3.80 4.76
C 2.16 2.67 3.72
N 0.93 2.96 3.00
H -1.36 3.64 5.45
H -1.31 2.20 4.40
H -0.01 2.49 5.57
H -1.47 5.28 3.68
H -0.38 5.21 2.28
H -1.63 3.96 2.49
H 1.32 5.56 3.96
H 0.68 5.05 5.53
H 3.25 4.35 4.59
H 2.33 3.37 5.76
H 3.00 2.64 3.01
H 2.15 1.69 4.23
H 0.49 2.15 2.58

Record 4
47
Properties=species:S:1:pos:R:3 method="wB97M-V/def2-TZVPD" e_lumo_ev=-1.7326 orbital_gap_ev=5.87 homo_energy_ha=-0.2793
C -0.24 1.02 0.96
C -0.24 2.44 1.32
C 0.97 3.05 1.69
C 1.00 4.40 2.05
C -0.18 5.15 2.05
C -1.39 4.55 1.68
C -1.42 3.21 1.31
C -1.28 0.36 0.19
C -1.21 -1.05 0.45
C -2.08 -1.93 -0.18
C -2.99 -1.42 -1.10
C -3.06 -0.04 -1.36
C -2.19 0.86 -0.73
C -0.18 -1.27 1.46
C 0.39 0.00 1.79
C 1.28 0.11 2.86
C 1.65 -1.06 3.54
C 1.13 -2.31 3.17
C 0.19 -2.42 2.14
H 1.90 2.48 1.65
H 1.95 4.85 2.34
H -0.15 6.20 2.33
H -2.31 5.13 1.67
H -2.37 2.73 1.05
H -2.02 -2.99 0.05
H -3.67 -2.09 -1.63
H -3.80 0.34 -2.07
H -2.19 1.92 -0.96
H 1.65 1.08 3.16
H 2.35 -0.98 4.37
H 1.46 -3.20 3.71
H -0.26 -3.37 1.86
F -0.59 -1.49 -5.12
C -0.24 -2.48 -4.24
F -1.40 -2.91 -3.64
F 0.24 -3.53 -4.98
C 0.74 -1.98 -3.21
C 1.74 -2.83 -2.74
C 2.65 -2.35 -1.79
C 2.51 -1.07 -1.27
C 1.46 -0.22 -1.72
S 1.29 1.33 -1.10
C 0.59 -0.70 -2.73
H 1.82 -3.84 -3.14
H 3.47 -2.99 -1.47
H 3.20 -0.66 -0.54
H -0.17 -0.03 -3.12

Record 5
35
Properties=species:S:1:pos:R:3 method="wB97M-V/def2-TZVPD" s2=3.755 e_lumo_ev="4.0876 / 4.0745" total_charge=-2 orbital_gap_ev="4.04 / 4.38" homo_energy_ha="0.0016 / -0.0113" relative_energy_kcal_mol=34.72 multiplicity=4
V 0.58 0.46 0.52
S -0.01 2.89 2.94
O -1.39 3.26 2.56
O 1.02 3.87 2.62
O -0.02 2.60 4.41
O 0.29 1.62 2.18
S 3.26 0.89 0.66
O 2.50 -0.28 1.21
O 4.49 0.58 -0.08
O 2.24 1.36 -0.28
O 3.45 1.84 1.73
C 1.49 -1.57 -2.15
O 0.62 -0.64 -1.60
C -0.54 -0.41 -2.39
C -1.25 0.84 -1.93
N -1.29 1.09 -0.47
C -2.27 0.28 0.32
C -1.92 -1.22 0.41
O -0.60 -1.28 0.91
C -0.06 -2.58 1.09
H 2.28 -1.71 -1.41
H 2.07 -1.24 -3.02
H 1.03 -2.54 -2.38
H -1.15 -1.32 -2.37
H -0.25 -0.26 -3.44
H -2.24 0.93 -2.39
H -0.68 1.71 -2.26
H -1.71 2.01 -0.39
H -3.23 0.27 -0.23
H -2.34 0.65 1.34
H -1.92 -1.68 -0.58
H -2.61 -1.71 1.10
H -0.33 -2.95 2.09
H 1.01 -2.51 0.95
H -0.50 -3.26 0.35

Record 6
37
Properties=species:S:1:pos:R:3 method="wB97M-V/def2-TZVPD" e_lumo_ev=-0.7075 orbital_gap_ev=6.58 homo_energy_ha=-0.2679
Hf 0.51 0.45 0.20
F -4.18 0.04 1.21
C -3.82 -1.16 0.81
F -4.49 -1.51 -0.27
F -4.02 -2.04 1.78
S -2.01 -1.11 0.41
O -1.80 -0.14 -0.66
O -1.29 -0.72 1.61
N -1.76 -2.58 -0.07
S -0.35 -2.77 -0.75
O 0.58 -1.75 -0.21
O 0.08 -4.11 -0.76
C -0.54 -2.28 -2.55
F 0.21 -3.07 -3.29
F -0.12 -1.01 -2.72
F -1.81 -2.37 -2.91
C 2.53 0.48 0.23
C 3.23 -0.17 -0.91
C 3.94 -1.36 -0.76
C 4.40 -2.06 -1.87
C 4.15 -1.59 -3.15
C 3.46 -0.39 -3.32
C 3.00 0.30 -2.21
H 4.12 -1.74 0.24
H 4.94 -2.98 -1.73
H 4.51 -2.14 -4.01
H 3.27 -0.01 -4.31
H 2.49 1.25 -2.33
N -0.59 4.27 1.04
C -0.35 2.92 1.16
O -0.32 2.27 -0.01
C -0.18 2.28 2.34
I 3.20 2.47 0.64
H -0.31 4.65 0.15
H -0.35 4.83 1.83
H -0.06 1.20 2.43
H -0.15 2.79 3.29

Record 7
34
Properties=species:S:1:pos:R:3 method="wB97M-V/def2-TZVPD" s2=0.754 e_lumo_ev="-3.9652 / -3.9754" total_charge=+1 orbital_gap_ev="5.76 / 7.24" homo_energy_ha="-0.3574 / -0.4123" multiplicity=2
C -1.97 -0.94 -1.63
C -1.60 -1.44 -0.33
C -1.47 -0.33 0.54
H -1.50 -2.48 -0.05
C -1.76 0.88 -0.19
C -2.06 0.50 -1.53
H -2.41 1.20 -2.27
H -2.19 -1.55 -2.48
H -1.48 -0.43 1.62
H -1.83 1.89 0.24
Ta 0.11 -0.19 -1.14
Br 0.98 -2.68 -0.74
C 1.66 0.65 -2.52
C 0.56 1.42 -3.01
C -0.39 0.52 -3.59
H 0.58 2.49 -3.18
C 0.07 -0.82 -3.41
C 1.41 -0.75 -2.84
H 2.15 -1.53 -2.88
H 2.63 1.05 -2.22
H -1.26 0.82 -4.17
H -0.41 -1.73 -3.74
O 0.72 0.14 0.63
N 0.79 0.23 2.00
C 0.33 1.35 2.61
C 0.38 1.43 3.99
C 0.91 0.34 4.71
C 1.37 -0.79 4.04
C 1.28 -0.84 2.66
H -0.05 2.15 1.97
H -0.02 2.33 4.46
H 0.97 0.42 5.79
H 1.82 -1.64 4.57
H 1.65 -1.67 2.05

Record 8
117
Properties=species:S:1:pos:R:3 method="wB97M-V/def2-TZVPD" e_lumo_ev=1.8490 total_charge=-1 orbital_gap_ev=7.72 homo_energy_ha=-0.2157
C -5.51 5.04 0.64
O -4.68 3.96 0.96
C -3.33 4.36 1.12
C -2.48 3.15 1.49
C -1.20 2.98 0.65
C -1.07 1.64 -0.08
N -0.71 0.49 0.82
C -1.27 -0.80 0.39
C -0.93 0.63 2.23
C 0.21 1.20 3.05
O -1.89 0.18 2.79
O -2.26 1.35 -0.74
B -2.21 1.93 -2.09
Cl -3.29 3.57 -2.23
C -2.82 0.90 -3.17
C -2.94 1.44 -4.61
C -4.39 1.75 -4.98
O -4.50 2.89 -5.88
C -3.80 2.81 -7.02
C -3.21 4.14 -7.43
O -3.67 1.81 -7.65
O -0.81 2.36 -2.27
C -0.05 1.80 -1.27
C 0.55 0.48 -1.78
C 1.44 0.69 -3.01
C 0.83 0.41 -4.37
F 0.19 1.45 -4.91
F 1.82 0.08 -5.25
F -0.03 -0.63 -4.36
O 1.00 2.73 -1.00
C 1.88 2.42 0.06
C 3.27 1.89 -0.36
C 3.58 0.60 0.40
C 4.37 2.94 -0.09
C 4.06 4.27 -0.78
C 5.76 2.44 -0.56
H -5.30 5.43 -0.36
H -6.54 4.68 0.66
H -5.41 5.85 1.37
H -2.97 4.82 0.20
H -3.30 5.13 1.91
H -2.20 3.23 2.55
H -3.12 2.27 1.42
H -0.34 3.16 1.29
H -1.14 3.75 -0.12
H -0.56 -1.59 0.66
H -2.23 -1.02 0.85
H -1.40 -0.82 -0.69
H -0.13 1.33 4.07
H 0.56 2.15 2.66
H 1.05 0.50 3.00
H -3.82 0.64 -2.80
H -2.26 -0.04 -3.17
H -2.55 0.70 -5.31
H -2.34 2.34 -4.74
H -4.87 0.89 -5.45
H -4.96 2.04 -4.11
H -3.29 4.87 -6.63
H -3.74 4.51 -8.31
H -2.17 3.98 -7.71
H -0.25 -0.22 -2.01
H 1.16 0.03 -0.99
H 1.79 1.72 -3.05
H 2.32 0.04 -2.96
H 1.42 1.71 0.75
H 2.01 3.36 0.61
H 3.29 1.71 -1.43
H 4.44 0.06 -0.01
H 2.72 -0.09 0.40
H 3.81 0.83 1.45
H 4.42 3.09 0.99
H 4.21 4.18 -1.86
H 4.73 5.06 -0.42
H 3.04 4.62 -0.61
H 6.19 3.12 -1.29
H 6.47 2.35 0.27
H 5.69 1.46 -1.04
N 0.40 -4.44 -0.87
C 0.83 -3.31 -1.50
C 0.32 -3.31 -2.77
C -0.45 -4.50 -2.91
C -0.39 -5.17 -1.72
H 0.62 -4.70 0.08
H 1.46 -2.59 -1.00
H 0.48 -2.55 -3.52
H -1.00 -4.81 -3.78
H -0.84 -6.10 -1.40
N 0.86 0.48 8.06
C -0.36 0.52 7.43
C -0.48 -0.63 6.70
C 0.71 -1.39 6.90
C 1.51 -0.68 7.75
H 1.21 1.20 8.66
H -1.02 1.35 7.55
H -1.32 -0.89 6.07
H 0.95 -2.35 6.46
H 2.49 -0.89 8.15
N 4.72 -5.80 0.01
C 3.61 -5.71 -0.78
C 3.42 -6.93 -1.38
C 4.46 -7.79 -0.92
C 5.24 -7.06 -0.07
H 5.09 -5.05 0.57
H 3.05 -4.79 -0.86
H 2.63 -7.17 -2.06
H 4.61 -8.82 -1.19
H 6.12 -7.34 0.49
N -1.52 -3.98 5.82
C -1.81 -5.16 6.43
C -1.72 -6.16 5.50
C -1.35 -5.54 4.27
C -1.24 -4.20 4.50
H -1.51 -3.08 6.26
H -2.07 -5.19 7.48
H -1.90 -7.20 5.67
H -1.20 -6.04 3.32
H -0.99 -3.38 3.84

Record 9
63
Properties=species:S:1:pos:R:3 method="wB97M-V/def2-TZVPD" s2=2.007 e_lumo_ev="0.0665 / 0.0596" orbital_gap_ev="6.37 / 6.40" homo_energy_ha="-0.2318 / -0.2331" relative_energy_kcal_mol=9.44 multiplicity=3
Ni 0.14 -0.06 -0.24
C 1.53 -0.20 2.34
N 0.17 0.08 1.88
C -0.42 1.36 2.25
C -0.28 2.35 1.14
N 0.25 2.08 -0.02
C 0.29 3.26 -0.71
C 0.81 3.56 -1.97
C 0.75 4.88 -2.39
C 0.21 5.88 -1.58
C -0.31 5.60 -0.33
C -0.26 4.29 0.09
N -0.62 3.66 1.27
C 2.51 -0.07 1.21
N 2.14 0.03 -0.04
C 3.29 0.02 -0.80
C 3.45 0.04 -2.17
C 4.74 0.00 -2.66
C 5.84 -0.04 -1.80
C 5.70 -0.09 -0.42
C 4.40 -0.07 0.07
N 3.86 -0.12 1.34
H 1.59 -1.24 2.69
H 1.83 0.46 3.17
H -0.45 -0.68 2.14
H 0.05 1.77 3.16
H -1.49 1.21 2.45
H 1.26 2.80 -2.58
H 1.13 5.14 -3.36
H 0.20 6.89 -1.94
H -0.73 6.38 0.28
H -1.14 4.07 2.02
H 2.59 0.05 -2.83
H 4.91 0.01 -3.73
H 6.83 -0.06 -2.22
H 6.55 -0.15 0.23
H 4.38 -0.26 2.19
C -2.02 -1.16 -3.36
C -1.70 0.09 -2.55
C -2.09 1.38 -3.26
O -0.28 0.09 -2.27
C -2.50 0.05 -1.18
O -3.71 0.20 -1.24
O -1.82 -0.11 -0.14
H -1.63 -1.07 -4.37
H -3.10 -1.31 -3.38
H -1.55 -2.02 -2.88
H -1.63 1.44 -4.25
H -1.78 2.24 -2.67
H -3.17 1.42 -3.38
H 0.07 0.94 -2.57
Se 0.74 -2.54 -0.01
C 0.16 -4.37 0.00
C 0.58 -5.18 1.06
C 0.31 -6.54 1.06
C -0.40 -7.10 0.01
C -0.83 -6.30 -1.03
C -0.55 -4.95 -1.04
H 1.15 -4.74 1.87
H 0.65 -7.15 1.88
H -0.61 -8.16 0.01
H -1.38 -6.74 -1.86
H -0.87 -4.33 -1.87

Record 10
11
Properties=species:S:1:pos:R:3 method="wB97M-V/def2-TZVPD" e_lumo_ev=0.3599 orbital_gap_ev=7.81 homo_energy_ha=-0.2739 relative_energy_kcal_mol=91.69
N -1.92 -0.47 0.05
C -0.78 0.13 0.19
C -0.08 1.29 0.35
O 1.33 1.11 0.10
C 1.60 -0.12 -0.25
O 2.64 -0.63 -0.52
N 0.28 -0.88 -0.15
H -0.26 -1.29 -0.93
H -2.71 0.16 0.10
H -0.38 2.32 0.51
H 0.37 -1.61 0.57